The following is a DFT calculation (the ωB97M-V functional and the def2-TZVPD basis) of an isolated molecule of C4H7P in a non-equilibrium geometry.

Computed properties:
Calculated total energy, a.u.: -497.8503
LUMO level, eV: 0.3
SMILES string: [H]/P=C/C1CC1
Gap between HOMO and LUMO, eV: 8.922
Energy relative to the best compared isomer or geometry (same formula, charge and spin), kcal/mol: 47.9

Element x y z (Å)
H (-3.594, 0.436, 0.929)
P (-2.706, -0.072, -0.077)
C (-1.144, -0.092, 0.530)
C (-0.011, -0.048, -0.491)
C (1.290, 0.714, -0.167)
C (1.312, -0.779, -0.176)
H (-0.997, -0.146, 1.619)
H (-0.363, 0.187, -1.438)
H (1.560, 1.436, 0.711)
H (1.530, 1.123, -1.182)
H (1.889, -1.323, -0.933)
H (1.234, -1.438, 0.676)

Atomic partial charges in e from the natural (NBO) method, atoms 1 to 8: H -0.045; P 0.349; C -0.546; C -0.269; C -0.409; C -0.417; H 0.224; H 0.222

***

The following is a DFT calculation (the ωB97M-V functional and the def2-TZVPD basis) of a cluster of 2 separate species, C4H7P in total in a non-equilibrium geometry.

Computed properties:
Calculated total energy, a.u.: -497.8114
LUMO level, eV: 0.8
Gap between HOMO and LUMO, eV: 9.472
Energy relative to the best compared isomer or geometry (same formula, charge and spin), kcal/mol: 72.3

Element x y z (Å)
C (0.315, -0.001, 2.136)
C (0.615, 0.301, 0.892)
C (-0.056, 0.547, -1.516)
C (-0.217, -0.111, -0.200)
P (0.503, -1.206, -1.589)
H (0.968, 0.438, 2.924)
H (-0.729, -0.514, 2.260)
H (1.470, 0.777, 0.384)
H (-0.939, 0.488, -2.174)
H (0.596, 1.466, -1.507)
H (-1.605, -0.569, 0.043)
H (-0.921, -1.615, -1.654)

Atomic partial charges in e from the natural (NBO) method, atoms 1 to 8: C -0.401; C -0.257; C -0.704; C -0.362; P 0.416; H 0.216; H 0.216; H 0.210

***

Which formula does entry 1 have? C4H7P